Molecular formula: C52H106N5O11
Method: DFT, ωB97M-V/def2-TZVPD

```
174
C52H106N5O11, DFT ωB97M-V/def2-TZVPD
C 4.556 -4.212 2.849
C 4.482 -4.306 1.267
C 4.978 -3.005 0.503
C 6.213 -2.293 1.211
C 6.583 -0.945 0.445
C 6.804 0.299 1.389
C 5.487 0.928 1.970
N 4.746 1.791 1.029
C 4.981 1.834 -0.339
N 4.105 2.709 -0.944
C 3.294 3.247 0.065
N 2.305 4.119 -0.102
C 1.783 4.729 -1.340
N 2.393 4.395 -2.594
C 1.915 3.109 -3.172
N 3.742 2.671 1.267
C 3.208 2.967 2.608
C 1.783 2.342 2.901
C 0.629 3.448 3.023
C -0.713 2.936 2.337
C -1.612 2.120 3.348
C -1.377 0.549 3.273
C -2.142 -0.156 2.094
C -3.716 -0.249 2.339
C -4.265 -1.728 2.186
C -4.895 -2.021 0.752
O -4.141 -1.377 -0.281
C -4.981 -0.796 -1.294
H 3.693 -4.778 3.283
H 4.452 -3.139 3.188
H 5.503 -4.666 3.248
H 5.046 -5.229 0.961
H 3.399 -4.517 1.012
H 5.286 -3.358 -0.529
H 4.128 -2.279 0.312
H 7.081 -2.994 1.077
H 6.009 -2.023 2.278
H 7.521 -1.132 -0.160
H 5.766 -0.785 -0.321
H 7.399 -0.070 2.277
H 7.453 1.049 0.851
H 4.800 0.068 2.245
H 5.730 1.436 2.948
H 5.757 1.268 -0.905
H 1.829 4.394 0.766
H 1.820 5.853 -1.218
H 0.669 4.492 -1.397
H 2.272 5.093 -3.326
H 2.737 2.682 -3.821
H 1.739 2.377 -2.342
H 1.003 3.235 -3.825
H 3.121 4.085 2.765
H 3.927 2.621 3.402
H 1.495 1.502 2.216
H 1.847 1.886 3.936
H 0.374 3.629 4.105
H 0.943 4.447 2.606
H -1.312 3.822 1.981
H -0.427 2.358 1.412
H -2.698 2.405 3.227
H -1.343 2.414 4.409
H -1.748 0.137 4.260
H -0.271 0.352 3.220
H -1.930 0.336 1.099
H -1.760 -1.221 2.044
H -4.010 0.162 3.352
H -4.251 0.406 1.586
H -3.449 -2.496 2.324
H -5.079 -1.949 2.932
H -4.895 -3.144 0.597
H -5.984 -1.709 0.777
H -4.430 0.033 -1.827
H -5.279 -1.575 -2.048
H -5.925 -0.340 -0.886
C 3.846 -6.295 7.601
C 4.247 -5.050 6.857
O 4.333 -5.034 5.644
C 4.539 -3.817 7.672
H 3.668 -7.101 6.889
H 4.647 -6.598 8.278
H 2.927 -6.112 8.163
H 5.371 -4.010 8.351
H 3.652 -3.524 8.236
H 4.814 -3.000 7.003
C -6.981 -4.137 -4.603
C -7.826 -3.053 -3.985
O -7.464 -2.462 -2.988
C -9.137 -2.733 -4.654
H -6.068 -4.261 -4.019
H -7.529 -5.081 -4.603
H -6.710 -3.861 -5.624
H -9.779 -3.616 -4.656
H -8.960 -2.395 -5.677
H -9.638 -1.936 -4.104
C 8.200 -2.578 7.069
C 7.635 -1.329 6.448
O 7.006 -0.524 7.102
C 7.882 -1.118 4.976
H 7.948 -2.602 8.130
H 7.771 -3.459 6.586
H 9.287 -2.586 6.969
H 7.440 -1.936 4.403
H 8.955 -1.061 4.783
H 7.419 -0.180 4.664
C -7.755 1.886 0.854
C -7.675 2.570 2.192
O -8.331 3.559 2.439
C -6.741 1.968 3.206
H -8.462 2.419 0.217
H -6.773 1.897 0.375
H -8.103 0.859 0.981
H -5.720 1.979 2.817
H -7.046 0.945 3.433
H -6.774 2.556 4.124
C -1.055 8.034 -2.922
C 0.281 7.752 -3.555
O 0.814 6.663 -3.449
C 0.933 8.870 -4.323
H -1.406 7.141 -2.403
H -0.961 8.846 -2.199
H -1.782 8.299 -3.692
H 1.114 9.719 -3.661
H 0.293 9.173 -5.154
H 1.887 8.527 -4.723
C 0.345 -5.038 2.101
C -0.244 -3.788 1.501
O -0.910 -3.021 2.168
C 0.025 -3.526 0.043
H 0.071 -5.097 3.155
H -0.047 -5.918 1.586
H 1.434 -5.011 2.023
H -0.381 -4.339 -0.563
H 1.100 -3.433 -0.127
H -0.460 -2.594 -0.253
C 4.847 -10.841 4.423
C 4.053 -9.728 5.055
O 4.466 -9.133 6.030
C 2.727 -9.383 4.430
H 5.777 -10.981 4.975
H 4.276 -11.771 4.456
H 5.088 -10.586 3.389
H 2.062 -10.248 4.463
H 2.875 -9.063 3.396
H 2.266 -8.566 4.986
C -6.443 2.981 -3.171
C -6.971 4.366 -3.444
O -6.829 4.896 -4.528
C -7.681 5.069 -2.317
H -5.956 2.595 -4.067
H -5.710 3.014 -2.362
H -7.266 2.315 -2.906
H -7.003 5.193 -1.470
H -8.559 4.494 -2.015
H -8.007 6.054 -2.653
C -5.403 3.479 -6.808
C -4.049 3.217 -7.412
O -3.508 2.133 -7.310
C -3.390 4.355 -8.148
H -5.757 2.575 -6.311
H -5.335 4.278 -6.072
H -6.114 3.749 -7.591
H -3.232 5.195 -7.469
H -4.012 4.664 -8.990
H -2.423 4.027 -8.531
C -0.224 2.121 -12.219
C -0.147 2.797 -10.875
O -0.810 3.782 -10.625
C 0.786 2.201 -9.853
H -0.933 2.655 -12.852
H 0.756 2.134 -12.699
H -0.568 1.092 -12.098
H 1.811 2.219 -10.230
H 0.486 1.176 -9.629
H 0.740 2.789 -8.935
```

relative energy (zero: lowest compared OMol25 entry of this formula, charge and spin) = 2.361 eV
HOMO = -10.331 eV
calculated total energy = -3145.9818 Ha
total charge = +1
HOMO-LUMO gap = 8.389 eV